Entry 1:
Here is a structure of composition C5H10F3O3SSi in a non-equilibrium geometry from OMol25. Energies are from the ωB97M-V functional and the def2-TZVPD basis.

Values from the calculation:
largest force on an atom	4.838	eV/Å
HOMO energy	-5.9832	eV
frontier orbital gap	9.51	eV
energy	-1409.57219	Ha
net charge	-1

Geometry (Å):
C1 0.612 -1.635 -1.416
C2 2.246 0.381 0.053
C3 0.423 -1.170 1.725
C4 -0.676 1.028 -0.493
C5 -0.890 2.013 0.607
O1 -1.661 -1.239 -0.020
O2 -3.364 0.554 0.096
O3 -2.538 -0.134 -2.070
F1 -1.857 2.917 0.388
F2 0.226 2.766 0.797
F3 -1.076 1.438 1.833
Si1 0.445 -0.366 -0.033
S1 -2.232 0.005 -0.654
H1 0.020 -1.285 -2.324
H2 1.468 -1.837 -2.074
H3 0.116 -2.403 -0.982
H4 2.651 0.421 -0.990
H5 2.494 1.250 0.615
H6 2.909 -0.377 0.509
H7 -0.690 -1.203 2.082
H8 0.556 -2.267 1.604
H9 1.208 -0.735 2.373
H10 -0.391 1.877 -1.626

***

Entry 2:
Here is an isolated molecule of C5H10FNO in a non-equilibrium geometry from OMol25. Energies are from the ωB97M-V functional and the def2-TZVPD basis.

Values from the calculation:
largest force on an atom	2.739	eV/Å
HOMO energy	-8.5707	eV
frontier orbital gap	9.44	eV
energy	-426.31163	Ha
net charge	0
SMILES	CO/C=C(\F)CCN

Geometry (Å):
C1 1.574 2.421 0.694
O1 1.065 1.452 1.569
C2 0.631 0.268 1.135
C3 0.359 -0.170 -0.086
F1 0.735 0.470 -1.189
C4 -0.149 -1.592 -0.434
C5 -1.494 -1.555 -1.179
N1 -2.615 -1.363 -0.310
H1 2.312 2.067 -0.033
H2 0.853 2.943 0.007
H3 2.042 3.159 1.285
H4 0.301 -0.313 1.994
H5 -0.188 -2.181 0.473
H6 0.524 -2.086 -1.111
H7 -1.477 -0.824 -1.957
H8 -1.557 -2.572 -1.640
H9 -2.362 -0.543 0.233
H10 -2.806 -2.185 0.297

***

Entry 3:
Here is the ion C5H10FO3S with charge -1 in a non-equilibrium geometry from OMol25. Energies are from the ωB97M-V functional and the def2-TZVPD basis.

Values from the calculation:
largest force on an atom	5.732	eV/Å
HOMO energy	-5.0293	eV
frontier orbital gap	8.71	eV
energy	-920.30691	Ha
net charge	-1
SMILES	CC(C)[C@@](C)(F)S(=O)(=O)[O-]

Geometry (Å):
C1 0.618 1.449 -0.031
C2 0.602 0.186 0.777
C3 1.934 -0.467 1.101
C4 -0.488 -0.792 -0.178
C5 -0.303 -0.807 -1.615
F1 -0.689 -1.967 0.509
S1 -2.126 0.150 0.110
O1 -2.149 0.573 1.456
O2 -2.165 1.253 -0.815
O3 -3.089 -0.868 -0.167
H1 1.283 1.485 -0.920
H2 1.051 2.239 0.552
H3 -0.413 1.566 -0.253
H4 -0.099 0.362 1.590
H5 2.452 -0.788 0.223
H6 1.900 -1.389 1.770
H7 2.582 0.305 1.799
H8 -0.972 -1.681 -2.002
H9 -0.671 0.090 -2.030
H10 0.738 -0.899 -1.878

***

So what do the calculations give for ΔE to the lowest compared entry with this formula, charge and spin? Going down the list: 22.4, 30.6, 33.6 kcal per mole.